A cluster of 2 separate species, C5H12NP in total, computed with ωB97M-V/def2-TZVPD.

Each line ends with the natural charge from an NBO analysis.
Element x y z (Å)
C -0.829 -0.817 -0.109  -0.511
C 0.176 0.170 0.436  -0.195
C -1.074 -2.130 0.620  -0.612
C 1.270 1.543 -1.200  -0.573
C 1.242 0.051 1.410  -0.663
N -1.954 1.577 -0.832  -1.124
P -1.496 0.761 0.654  0.810
H -0.915 -0.817 -1.268  0.259
H -1.293 -2.201 1.636  0.216
H -0.149 -2.809 0.397  0.190
H -1.834 -2.582 0.132  0.214
H 1.909 0.759 -1.480  0.194
H 1.539 2.264 -0.483  0.199
H 0.474 1.504 -1.885  0.199
H 1.738 -0.811 1.329  0.215
H 0.803 -0.193 2.417  0.205
H 1.801 0.886 1.442  0.220
H -1.254 2.361 -0.950  0.382
H -2.878 1.905 -0.609  0.376

The calculation puts the energy above the lowest of the compared OMol25 structures with the same formula, charge and spin at 102.0 kcal/mol. The HOMO energy (alpha / beta) is -7.829 / -7.834 eV. Its HOMO-LUMO gap (alpha / beta) is 0.3000 / 0.3001 Eh. The calculation puts the energy at -593.63407 Eh. The net charge is 0. As for the LUMO energy (alpha / beta): 0.0123 / 0.0122 Ha.